(1)
# C25H54CaNO12S4

A structure of composition C25H54CaNO12S4 (ωB97M-V with the def2-TZVPD basis set, OMol25).

Values from the calculation:
* gap between HOMO and LUMO: 7.448 eV
* charge: +1
* LUMO: -4.186 eV

Element x y z (Å)
Ca (0.887, -4.113, 0.116)
C (-1.236, -0.459, -0.766)
C (-0.679, -1.788, -0.387)
O (-0.902, -2.821, -1.103)
O (0.074, -1.897, 0.622)
H (-2.071, -0.577, -1.455)
H (-0.485, 0.107, -1.326)
H (-1.515, 0.130, 0.103)
C (-4.384, -2.902, 0.133)
C (-4.461, -3.435, -1.292)
C (-5.907, -3.560, -1.717)
O (-3.807, -2.571, -2.212)
H (-3.427, -2.451, 0.417)
H (-4.519, -3.695, 0.878)
H (-5.170, -2.182, 0.372)
H (-4.001, -4.433, -1.302)
H (-6.404, -2.588, -1.707)
H (-6.441, -4.213, -1.025)
H (-6.009, -3.949, -2.731)
H (-2.916, -2.426, -1.877)
C (2.805, 2.879, -3.654)
C (2.013, 3.152, -2.380)
C (0.538, 2.882, -2.617)
O (0.015, 3.661, -3.673)
C (-0.503, 4.903, -3.249)
N (2.439, 2.302, -1.266)
H (2.653, 1.841, -3.969)
H (3.872, 3.021, -3.463)
H (2.523, 3.533, -4.478)
H (2.134, 4.194, -2.072)
H (-0.054, 3.012, -1.701)
H (0.408, 1.834, -2.923)
H (-1.418, 4.761, -2.664)
H (-0.735, 5.475, -4.146)
H (0.228, 5.476, -2.666)
H (3.430, 2.403, -1.092)
H (2.239, 1.332, -1.481)
C (-0.005, 4.580, 1.108)
C (-0.007, 3.082, 1.416)
C (-1.235, 2.821, 2.290)
S (-2.496, 3.988, 1.774)
O (-2.892, 4.767, 2.905)
O (-3.491, 3.319, 0.970)
C (-1.408, 4.918, 0.671)
H (0.685, 4.770, 0.280)
H (0.349, 5.176, 1.949)
H (0.866, 2.813, 2.012)
H (-0.001, 2.499, 0.497)
H (-1.043, 3.067, 3.335)
H (-1.650, 1.817, 2.231)
H (-1.727, 5.957, 0.675)
H (-1.644, 4.475, -0.298)
C (3.086, 0.100, 2.768)
C (4.469, -0.394, 3.175)
C (4.577, -1.824, 2.647)
S (3.641, -1.809, 1.120)
O (2.576, -2.798, 1.179)
O (4.552, -1.850, 0.009)
C (2.930, -0.184, 1.305)
H (2.884, 1.136, 3.039)
H (2.345, -0.463, 3.354)
H (4.642, -0.324, 4.244)
H (5.234, 0.180, 2.642)
H (4.051, -2.521, 3.302)
H (5.579, -2.168, 2.414)
H (1.930, -0.201, 0.876)
H (3.540, 0.482, 0.693)
C (3.106, -2.469, -4.778)
C (1.679, -1.927, -5.014)
C (0.931, -1.908, -3.672)
S (2.178, -1.844, -2.409)
O (2.153, -3.059, -1.594)
O (2.088, -0.606, -1.692)
C (3.614, -1.911, -3.473)
H (3.729, -2.176, -5.621)
H (3.077, -3.560, -4.786)
H (1.152, -2.607, -5.681)
H (1.702, -0.956, -5.506)
H (0.329, -2.806, -3.548)
H (0.269, -1.053, -3.567)
H (4.377, -2.474, -2.944)
H (3.885, -0.861, -3.605)
C (-1.308, -0.549, 4.483)
C (-2.361, -0.748, 3.390)
C (-2.746, -2.225, 3.462)
S (-2.902, -2.564, 5.220)
O (-2.269, -3.833, 5.477)
O (-4.239, -2.305, 5.672)
C (-1.874, -1.175, 5.765)
H (-1.101, 0.506, 4.661)
H (-0.389, -1.079, 4.222)
H (-1.934, -0.554, 2.403)
H (-3.276, -0.160, 3.467)
H (-1.930, -2.844, 3.096)
H (-3.700, -2.497, 3.016)
H (-1.187, -1.520, 6.531)
H (-2.601, -0.487, 6.196)

Löwdin population analysis, charges in e, atoms 1 to 4: 1.6619 0.0330 -0.7246 -0.1444

(2)
# C25H54Cl3DyN3O8PS2

A structure of composition C25H54Cl3DyN3O8PS2 (ωB97M-V with the def2-TZVPD basis set, OMol25).

Values from the calculation:
* gap between HOMO and LUMO (spin up / spin down): 7.747 / 7.763 eV
* charge: +2
* 2S+1: 6
* LUMO (spin up / spin down): -5.589 / -5.573 eV

Element x y z (Å)
Dy (1.299, 0.426, 0.093)
C (3.716, -1.833, 1.318)
C (2.345, -2.404, 1.757)
N (1.344, -1.362, 2.037)
C (1.314, -0.890, 3.413)
C (1.075, 0.647, 3.504)
S (2.123, 1.753, 2.475)
C (3.820, 1.142, 2.622)
C (4.453, 0.553, 1.375)
N (3.685, -0.512, 0.663)
H (4.076, -2.585, 0.584)
H (4.414, -1.809, 2.129)
H (2.458, -3.055, 2.638)
H (1.933, -2.980, 0.908)
H (0.405, -1.739, 1.878)
H (2.273, -1.138, 3.923)
H (0.559, -1.399, 3.983)
H (1.252, 0.924, 4.550)
H (0.010, 0.865, 3.255)
H (3.884, 0.521, 3.541)
H (4.355, 2.065, 2.921)
H (5.415, 0.145, 1.682)
H (4.605, 1.387, 0.686)
H (4.227, -0.621, -0.194)
C (0.945, -0.457, -3.793)
O (0.603, 0.371, -2.684)
C (-0.785, 0.737, -2.771)
C (-1.002, 2.040, -2.100)
O (-0.277, 2.096, -0.860)
C (-0.801, 3.156, -0.010)
H (0.822, 0.136, -4.752)
H (0.324, -1.365, -3.811)
H (1.977, -0.702, -3.603)
H (-1.401, -0.046, -2.276)
H (-1.088, 0.754, -3.844)
H (-2.085, 2.131, -1.878)
H (-0.658, 2.884, -2.733)
H (-1.082, 4.020, -0.641)
H (-0.051, 3.411, 0.738)
H (-1.707, 2.775, 0.522)
O (2.776, 1.895, -0.852)
S (2.773, 3.240, -1.646)
C (3.771, 2.906, -3.124)
C (4.990, 3.850, -3.135)
C (4.838, 4.928, -2.081)
C (3.992, 4.416, -0.895)
H (3.062, 3.041, -3.957)
H (4.032, 1.822, -3.082)
H (5.027, 4.319, -4.140)
H (5.955, 3.326, -3.057)
H (4.349, 5.817, -2.546)
H (5.860, 5.213, -1.698)
H (3.415, 5.228, -0.418)
H (4.583, 3.860, -0.146)
C (-5.238, 1.015, 1.095)
C (-4.697, 0.424, -0.219)
C (-4.897, 1.527, -1.287)
C (-5.351, -0.877, -0.717)
O (-3.259, 0.278, -0.023)
P (-2.338, -0.944, 0.523)
O (-2.630, -2.280, -0.158)
O (-0.941, -0.325, 0.410)
O (-2.583, -1.036, 2.106)
C (-3.186, -1.880, 3.091)
C (-3.784, -3.086, 2.438)
C (-4.221, -1.007, 3.829)
C (-2.076, -2.261, 4.048)
H (-6.140, 1.582, 0.954)
H (-4.508, 1.700, 1.494)
H (-5.469, 0.249, 1.848)
H (-5.954, 1.677, -1.494)
H (-4.382, 1.239, -2.227)
H (-4.498, 2.477, -0.903)
H (-6.403, -0.748, -1.035)
H (-5.351, -1.697, 0.024)
H (-4.792, -1.262, -1.615)
H (-4.561, -2.831, 1.723)
H (-4.239, -3.732, 3.226)
H (-3.037, -3.709, 1.874)
H (-5.215, -1.161, 3.463)
H (-3.984, 0.050, 3.729)
H (-4.205, -1.279, 4.902)
H (-1.286, -2.819, 3.562)
H (-2.505, -2.921, 4.815)
H (-1.617, -1.394, 4.528)
C (-1.839, -3.446, -3.198)
O (-2.398, -2.199, -2.789)
H (-0.709, -3.450, -3.093)
H (-2.142, -3.579, -4.247)
H (-2.288, -4.295, -2.671)
H (-2.412, -2.254, -1.776)
Cl (4.762, -3.263, -2.015)
C (2.987, -3.580, -2.262)
Cl (2.355, -5.062, -1.493)
Cl (2.668, -3.717, -3.989)
C (2.286, -2.477, -1.745)
N (1.879, -1.552, -1.194)

Löwdin population analysis, charges in e, atoms 1 to 4: 1.5862 -0.1731 -0.1728 -0.1521

(3)
# C25H54GaMgO

A structure of composition C25H54GaMgO (ωB97M-V with the def2-TZVPD basis set, OMol25).

Values from the calculation:
* gap between HOMO and LUMO: 3.372 eV
* charge: +1
* LUMO: -7.160 eV

Element x y z (Å)
C (1.917, 4.943, 1.352)
C (2.588, 5.187, -0.038)
C (3.738, 4.226, -0.481)
C (3.454, 3.508, -1.815)
C (2.592, 2.200, -1.708)
C (1.934, 1.958, -0.350)
C (1.459, 0.500, -0.179)
C (0.264, 0.094, -1.068)
C (0.542, -0.694, -2.371)
C (-0.166, -2.075, -2.283)
C (-0.770, -2.644, -3.575)
C (-1.209, -4.123, -3.387)
C (-2.184, -4.421, -2.204)
C (-1.610, -5.470, -1.186)
C (-0.518, -4.800, -0.338)
C (-0.205, -5.351, 1.073)
C (0.734, -4.267, 1.697)
C (0.025, -3.275, 2.655)
C (0.359, -1.808, 2.328)
C (0.592, -0.941, 3.578)
Ga (-0.431, 0.901, 3.574)
C (-1.106, 1.422, 1.699)
C (-1.995, 2.654, 1.971)
C (-3.482, 2.395, 1.655)
C (-3.883, 2.455, 0.172)
O (-3.174, 3.451, -0.568)
C (-2.346, 2.889, -1.571)
H (0.882, 4.627, 1.182)
H (1.960, 5.829, 1.988)
H (2.360, 4.072, 1.874)
H (2.989, 6.205, 0.002)
H (1.803, 5.155, -0.797)
H (4.022, 3.485, 0.286)
H (4.640, 4.836, -0.618)
H (3.027, 4.208, -2.541)
H (4.421, 3.199, -2.234)
H (1.795, 2.234, -2.462)
H (3.223, 1.329, -1.916)
H (1.074, 2.617, -0.179)
H (2.645, 2.103, 0.483)
H (2.312, -0.183, -0.265)
H (1.092, 0.456, 0.856)
H (-0.271, 1.011, -1.347)
H (-0.418, -0.456, -0.416)
H (0.222, -0.117, -3.249)
H (1.622, -0.859, -2.485)
H (0.567, -2.796, -1.907)
H (-1.000, -1.958, -1.587)
H (-1.666, -2.047, -3.796)
H (-0.099, -2.539, -4.438)
H (-1.731, -4.407, -4.311)
H (-0.336, -4.790, -3.332)
H (-2.504, -3.523, -1.664)
H (-3.098, -4.869, -2.616)
H (-1.217, -6.298, -1.786)
H (-2.456, -5.808, -0.577)
H (0.418, -4.825, -0.905)
H (-0.851, -3.769, -0.179)
H (-1.138, -5.370, 1.651)
H (0.285, -6.329, 1.067)
H (1.624, -4.711, 2.163)
H (1.107, -3.697, 0.836)
H (-1.059, -3.382, 2.516)
H (0.253, -3.581, 3.682)
H (1.225, -1.709, 1.672)
H (-0.491, -1.357, 1.797)
H (1.667, -0.811, 3.763)
H (0.160, -1.430, 4.463)
H (0.633, 1.949, 4.207)
H (-1.709, 0.833, 4.531)
H (-0.231, 1.673, 1.087)
H (-1.643, 0.618, 1.189)
H (-1.590, 3.520, 1.435)
H (-1.922, 2.904, 3.046)
H (-4.078, 3.134, 2.204)
H (-3.718, 1.404, 2.066)
H (-3.785, 1.479, -0.322)
H (-4.947, 2.727, 0.115)
H (-2.917, 2.655, -2.482)
H (-1.575, 3.619, -1.836)
H (-1.840, 1.996, -1.189)
Mg (3.143, 2.827, 2.645)

Löwdin population analysis, charges in e, atoms 1 to 4: -0.0831 -0.1867 -0.2100 -0.1708

(4)
# C25H55NO2Si2Sr

A structure of composition C25H55NO2Si2Sr (ωB97M-V with the def2-TZVPD basis set, OMol25).

Values from the calculation:
* gap between HOMO and LUMO: 6.515 eV
* LUMO: 0.074 eV

Element x y z (Å)
O (-0.833, -1.331, -3.099)
O (1.056, 0.718, -4.835)
C (0.011, -2.412, -3.688)
C (-0.585, -3.702, -3.235)
H (1.035, -2.245, -3.317)
H (0.041, -2.246, -4.786)
H (-0.749, -3.740, -2.167)
H (0.068, -4.504, -3.475)
H (-1.521, -3.841, -3.744)
C (-1.856, -0.866, -4.018)
C (-1.733, -1.146, -5.505)
H (-1.947, 0.217, -3.846)
H (-2.774, -1.326, -3.639)
H (-0.936, -0.562, -5.935)
H (-2.663, -0.854, -5.972)
H (-1.579, -2.179, -5.745)
C (0.416, 2.128, -4.718)
C (2.343, 0.516, -5.669)
C (-0.559, 2.390, -5.824)
H (1.281, 2.819, -4.683)
H (-0.132, 2.226, -3.763)
H (-0.073, 2.316, -6.803)
H (-0.951, 3.400, -5.675)
H (-1.429, 1.700, -5.823)
C (2.100, 0.811, -7.103)
H (2.600, -0.527, -5.467)
H (3.084, 1.138, -5.135)
H (1.243, 0.215, -7.510)
H (3.021, 0.522, -7.602)
H (1.865, 1.881, -7.213)
H (1.877, 0.616, -3.785)
Sr (-0.195, 0.024, -0.146)
C (1.929, 0.312, -2.642)
Si (3.633, 0.456, -1.714)
H (1.345, -0.649, -2.625)
H (1.363, 1.292, -2.170)
C (4.825, -0.572, -2.713)
C (3.936, -0.054, 0.101)
C (3.825, 2.314, -1.856)
C (-2.280, -1.517, -0.303)
Si (-3.476, -0.193, -0.671)
H (-2.487, -2.155, 0.550)
H (-1.982, -2.135, -1.165)
C (-4.710, -0.757, -1.998)
C (-2.704, 1.445, -1.187)
C (-4.483, 0.272, 0.863)
H (3.184, 2.695, -2.652)
H (4.849, 2.608, -2.107)
H (3.538, 2.869, -0.953)
H (4.605, -1.638, -2.549)
H (5.902, -0.435, -2.523)
H (4.632, -0.361, -3.771)
H (3.152, -0.680, 0.563)
H (4.074, 0.841, 0.760)
H (4.891, -0.622, 0.143)
H (-3.431, 1.849, -1.956)
H (-1.749, 1.456, -1.708)
H (-2.702, 2.178, -0.375)
H (-5.472, 0.663, 0.559)
H (-3.959, 1.061, 1.444)
H (-4.616, -0.606, 1.522)
H (-5.689, -0.261, -1.835)
H (-4.845, -1.844, -1.923)
H (-4.364, -0.526, -3.021)
C (-2.700, -0.838, 3.568)
N (-1.541, -0.219, 2.950)
C (-1.423, 1.196, 3.330)
C (-0.351, -1.127, 3.018)
C (0.951, -0.441, 3.301)
C (1.586, -0.699, 4.539)
C (2.639, 0.112, 4.930)
C (3.076, 1.107, 4.065)
C (2.466, 1.292, 2.789)
C (1.433, 0.475, 2.386)
H (-3.576, -0.211, 3.379)
H (-2.559, -0.940, 4.663)
H (-2.846, -1.849, 3.116)
H (-1.038, 1.347, 4.361)
H (-0.796, 1.751, 2.631)
H (-2.440, 1.615, 3.300)
H (-0.524, -1.851, 3.827)
H (-0.303, -1.768, 2.081)
H (1.202, -1.501, 5.168)
H (3.111, -0.039, 5.886)
H (3.912, 1.768, 4.340)
H (2.812, 2.074, 2.117)

Löwdin population analysis, charges in e, atoms 1 to 4: -0.2401 -0.2907 -0.2313 -0.0575

(5)
# C25H57Be2N7O12S

A structure of composition C25H57Be2N7O12S (ωB97M-V with the def2-TZVPD basis set, OMol25).

Values from the calculation:
* gap between HOMO and LUMO: 9.001 eV
* charge: +2
* LUMO: -4.359 eV

Element x y z (Å)
Be (-15.656, 27.605, -14.156)
Be (-14.752, 26.178, -18.552)
S (-15.171, 26.916, -16.370)
O (-14.176, 25.977, -16.704)
O (-16.125, 26.401, -15.419)
O (-14.502, 27.984, -15.616)
O (-15.763, 27.383, -17.591)
C (-16.885, 28.804, -16.076)
O (-16.527, 28.506, -14.929)
N (-17.736, 29.790, -16.283)
C (-18.388, 29.967, -17.591)
C (-18.174, 30.653, -15.193)
H (-16.617, 28.344, -17.040)
H (-17.811, 29.480, -18.377)
H (-18.405, 31.019, -17.877)
H (-19.403, 29.568, -17.596)
H (-18.363, 31.685, -15.490)
H (-19.017, 30.196, -14.675)
H (-17.444, 30.646, -14.383)
C (-14.651, 25.243, -14.244)
O (-14.854, 26.393, -13.822)
N (-13.538, 24.577, -14.031)
C (-13.221, 23.150, -14.459)
C (-12.388, 25.078, -13.214)
H (-15.423, 24.644, -14.750)
H (-13.312, 22.367, -13.706)
H (-12.210, 23.119, -14.865)
H (-13.855, 22.882, -15.305)
H (-12.625, 26.009, -12.699)
H (-12.030, 24.306, -12.534)
H (-11.579, 25.447, -13.846)
C (-12.255, 24.771, -16.510)
O (-11.767, 23.701, -16.895)
N (-11.461, 25.839, -16.287)
C (-11.962, 27.102, -15.778)
C (-9.959, 25.769, -16.459)
H (-13.324, 24.985, -16.357)
H (-13.049, 27.144, -15.713)
H (-11.722, 27.812, -16.570)
H (-11.543, 27.497, -14.853)
H (-9.707, 26.146, -17.451)
H (-9.591, 26.594, -15.848)
H (-9.452, 24.829, -16.241)
C (-14.891, 27.653, -21.030)
O (-14.578, 26.693, -20.329)
N (-15.417, 28.803, -20.652)
C (-15.356, 29.990, -21.487)
C (-15.719, 29.075, -19.220)
H (-14.609, 27.719, -22.092)
H (-15.205, 29.786, -22.547)
H (-14.464, 30.526, -21.163)
H (-16.273, 30.578, -21.445)
H (-14.896, 29.584, -18.717)
H (-16.665, 29.616, -19.209)
H (-15.878, 28.147, -18.671)
C (-18.580, 25.573, -14.783)
O (-19.233, 24.836, -14.099)
N (-18.861, 25.714, -16.094)
C (-18.056, 26.585, -17.046)
C (-19.945, 24.974, -16.708)
H (-17.707, 26.182, -14.503)
H (-17.793, 26.090, -17.981)
H (-17.119, 26.964, -16.636)
H (-18.640, 27.436, -17.398)
H (-19.429, 24.151, -17.203)
H (-20.692, 24.682, -15.969)
H (-20.427, 25.622, -17.440)
C (-16.115, 24.487, -17.203)
O (-15.196, 24.962, -17.898)
N (-16.341, 23.186, -17.114)
C (-17.260, 22.719, -16.022)
C (-15.361, 22.188, -17.558)
H (-16.750, 25.158, -16.603)
H (-17.795, 21.824, -16.341)
H (-17.962, 23.492, -15.711)
H (-16.625, 22.473, -15.171)
H (-15.944, 21.360, -17.962)
H (-14.771, 22.617, -18.368)
H (-14.734, 21.863, -16.728)
C (-13.266, 28.347, -17.716)
O (-14.020, 27.499, -18.243)
N (-12.432, 29.105, -18.384)
C (-12.340, 29.009, -19.857)
C (-11.677, 30.175, -17.702)
H (-13.204, 28.526, -16.631)
H (-12.514, 29.978, -20.325)
H (-13.084, 28.358, -20.317)
H (-11.340, 28.670, -20.127)
H (-10.588, 30.135, -17.696)
H (-11.914, 31.086, -18.250)
H (-12.096, 30.305, -16.704)
C (-14.583, 31.131, -13.173)
C (-13.981, 31.151, -14.554)
C (-14.267, 29.741, -15.028)
O (-15.129, 29.147, -14.091)
C (-15.648, 30.054, -13.112)
H (-15.043, 32.086, -12.916)
H (-13.789, 30.987, -12.440)
H (-12.913, 31.367, -14.555)
H (-14.405, 31.826, -15.298)
H (-13.316, 29.212, -14.974)
H (-14.553, 29.769, -16.079)
H (-15.787, 29.724, -12.083)
H (-16.654, 30.415, -13.325)

Löwdin population analysis, charges in e, atoms 1 to 4: 0.2425 0.2826 0.5121 -0.3110

One value per record, in order, for total energy: -114636.8775 -140253.1389 -86655.2099 -48988.1922 -73457.7834 eV.